Record 1
Density functional theory data (the ωB97M-V functional and the def2-TZVPD basis) for a structure of composition C23H28N5O3Sc.

Properties
**E_LUMO**: -0.01 eV
**Total energy**: -58597.6636 eV
**Largest force on an atom**: 6.0 eV/A
**Total charge**: 0
**HOMO**: -7.05 eV

Each line ends with the Löwdin charge.
Positions of all 60 atoms, in Å:
Sc  0.00  0.00  0.00  0.667
C  -2.80  0.28  0.89  -0.051
N  -2.17  0.01  -0.39  -0.300
C  -2.53  -1.21  -1.08  -0.087
C  -2.04  1.19  -1.17  -0.199
C  -3.03  1.44  -2.16  -0.016
C  -2.99  2.56  -2.99  -0.105
C  -1.95  3.45  -2.86  -0.087
C  -0.96  3.24  -1.89  -0.007
C  -0.95  2.14  -1.00  -0.236
N  0.00  2.04  0.00  -0.060
C  1.31  2.36  -0.24  -0.243
C  1.68  3.72  -0.11  -0.028
C  2.99  4.18  -0.28  -0.093
C  4.00  3.27  -0.54  -0.097
C  3.70  1.91  -0.59  -0.019
C  2.38  1.41  -0.42  -0.163
N  2.18  0.01  -0.39  -0.240
C  3.24  -0.85  0.09  -0.049
C  1.43  -0.47  -1.55  -0.124
H  -3.86  0.51  0.77  0.106
H  -2.33  1.12  1.42  0.059
H  -2.72  -0.60  1.54  0.108
H  -3.60  -1.26  -1.31  0.085
H  -2.29  -2.08  -0.45  0.081
H  -1.96  -1.33  -2.00  0.107
H  -3.87  0.76  -2.26  0.109
H  -3.77  2.73  -3.72  0.098
H  -1.89  4.33  -3.50  0.102
H  -0.17  3.98  -1.84  0.097
H  0.90  4.45  0.13  0.116
H  3.20  5.24  -0.20  0.100
H  5.02  3.61  -0.68  0.099
H  4.51  1.22  -0.77  0.103
H  4.02  -0.99  -0.66  0.090
H  2.83  -1.85  0.32  0.095
H  3.68  -0.47  1.01  0.107
H  2.10  -0.62  -2.40  0.131
H  0.63  0.20  -1.88  0.097
H  0.96  -1.43  -1.31  0.045
O  0.00  -1.84  0.00  -0.540
O  -3.69  4.48  4.20  -0.036
C  -2.70  4.01  5.08  -0.270
N  -2.06  2.95  4.39  0.090
C  -1.05  2.24  5.00  -0.427
O  -0.63  2.49  6.12  0.073
C  -0.49  1.09  4.24  -0.100
C  0.12  0.04  4.93  0.025
C  0.65  -1.03  4.22  -0.018
C  0.56  -1.01  2.83  -0.080
N  0.00  0.00  2.13  0.004
C  -0.50  1.03  2.85  -0.066
H  -4.12  5.23  4.65  0.102
H  -3.16  3.64  6.00  0.133
H  -1.98  4.80  5.31  0.135
H  -2.53  2.63  3.56  0.138
H  0.17  0.05  6.02  0.128
H  1.12  -1.87  4.73  0.113
H  0.96  -1.82  2.23  0.103
H  -0.91  1.84  2.25  0.098

Record 2
Density functional theory data (the ωB97M-V functional and the def2-TZVPD basis) for an isolated molecule of C23H28O8.

Properties
**E_LUMO**: 0.66 eV
**Total energy**: -40686.5597 eV
**Largest force on an atom**: 1.1 eV/A
**Total charge**: 0
**HOMO**: -8.29 eV

Each line ends with the Löwdin charge.
Positions of all 59 atoms, in Å:
C  -2.47  -1.47  3.82  -0.028
O  -2.06  -2.08  2.60  -0.022
C  -1.05  -1.50  1.95  -0.465
O  -0.45  -0.55  2.38  0.119
C  -0.77  -2.19  0.63  -0.151
C  0.71  -2.57  0.53  -0.037
C  1.60  -1.35  0.30  -0.195
O  2.90  -1.82  -0.02  0.041
C  3.90  -0.93  0.05  -0.520
C  5.18  -1.52  -0.49  0.034
O  3.78  0.18  0.50  0.124
C  1.09  -0.48  -0.84  -0.270
O  1.80  -0.17  -1.77  0.142
C  -0.35  -0.06  -0.64  -0.090
C  -1.23  -1.34  -0.58  -0.351
C  -1.09  -2.22  -1.84  0.001
C  -2.71  -0.96  -0.37  -0.100
C  -3.21  0.15  -1.29  -0.111
C  -2.30  1.38  -1.20  -0.145
C  -2.39  1.95  0.22  -0.436
O  -3.35  1.76  0.93  0.121
O  -1.40  2.70  0.68  0.082
C  -0.20  3.01  -0.02  -0.210
C  0.96  2.74  0.89  -0.163
C  2.31  3.12  0.65  -0.015
C  3.02  2.70  1.72  -0.132
O  2.22  2.10  2.61  0.031
C  0.98  2.12  2.11  -0.065
C  -0.04  2.35  -1.39  -0.050
C  -0.85  1.06  -1.59  -0.367
C  -0.75  0.72  -3.08  -0.007
H  -1.61  -1.38  4.50  0.098
H  -2.87  -0.47  3.62  0.102
H  -3.23  -2.11  4.24  0.095
H  -1.37  -3.11  0.64  0.157
H  0.86  -3.26  -0.30  0.131
H  1.03  -3.07  1.44  0.140
H  1.65  -0.72  1.19  0.161
H  5.20  -1.35  -1.56  0.094
H  6.03  -1.02  -0.03  0.087
H  5.21  -2.59  -0.31  0.084
H  -0.38  0.36  0.37  0.142
H  -1.29  -3.26  -1.59  0.096
H  -1.82  -1.93  -2.60  0.077
H  -0.10  -2.15  -2.27  0.096
H  -2.85  -0.61  0.65  0.111
H  -3.32  -1.85  -0.49  0.137
H  -3.26  -0.19  -2.33  0.111
H  -4.21  0.43  -0.98  0.125
H  -2.68  2.16  -1.87  0.171
H  -0.24  4.11  -0.17  0.163
H  2.68  3.64  -0.22  0.115
H  4.06  2.76  1.96  0.124
H  0.20  1.67  2.69  0.121
H  -0.35  3.05  -2.16  0.129
H  1.02  2.14  -1.55  0.124
H  -1.35  -0.13  -3.36  0.062
H  0.29  0.50  -3.33  0.087
H  -1.07  1.57  -3.67  0.094

Copy entry 1 word for word.
Density functional theory data (the ωB97M-V functional and the def2-TZVPD basis) for a structure of composition C23H28N5O3Sc.

Properties
**E_LUMO**: -0.01 eV
**Total energy**: -58597.6636 eV
**Largest force on an atom**: 6.0 eV/A
**Total charge**: 0
**HOMO**: -7.05 eV

Each line ends with the Löwdin charge.
Positions of all 60 atoms, in Å:
Sc  0.00  0.00  0.00  0.667
C  -2.80  0.28  0.89  -0.051
N  -2.17  0.01  -0.39  -0.300
C  -2.53  -1.21  -1.08  -0.087
C  -2.04  1.19  -1.17  -0.199
C  -3.03  1.44  -2.16  -0.016
C  -2.99  2.56  -2.99  -0.105
C  -1.95  3.45  -2.86  -0.087
C  -0.96  3.24  -1.89  -0.007
C  -0.95  2.14  -1.00  -0.236
N  0.00  2.04  0.00  -0.060
C  1.31  2.36  -0.24  -0.243
C  1.68  3.72  -0.11  -0.028
C  2.99  4.18  -0.28  -0.093
C  4.00  3.27  -0.54  -0.097
C  3.70  1.91  -0.59  -0.019
C  2.38  1.41  -0.42  -0.163
N  2.18  0.01  -0.39  -0.240
C  3.24  -0.85  0.09  -0.049
C  1.43  -0.47  -1.55  -0.124
H  -3.86  0.51  0.77  0.106
H  -2.33  1.12  1.42  0.059
H  -2.72  -0.60  1.54  0.108
H  -3.60  -1.26  -1.31  0.085
H  -2.29  -2.08  -0.45  0.081
H  -1.96  -1.33  -2.00  0.107
H  -3.87  0.76  -2.26  0.109
H  -3.77  2.73  -3.72  0.098
H  -1.89  4.33  -3.50  0.102
H  -0.17  3.98  -1.84  0.097
H  0.90  4.45  0.13  0.116
H  3.20  5.24  -0.20  0.100
H  5.02  3.61  -0.68  0.099
H  4.51  1.22  -0.77  0.103
H  4.02  -0.99  -0.66  0.090
H  2.83  -1.85  0.32  0.095
H  3.68  -0.47  1.01  0.107
H  2.10  -0.62  -2.40  0.131
H  0.63  0.20  -1.88  0.097
H  0.96  -1.43  -1.31  0.045
O  0.00  -1.84  0.00  -0.540
O  -3.69  4.48  4.20  -0.036
C  -2.70  4.01  5.08  -0.270
N  -2.06  2.95  4.39  0.090
C  -1.05  2.24  5.00  -0.427
O  -0.63  2.49  6.12  0.073
C  -0.49  1.09  4.24  -0.100
C  0.12  0.04  4.93  0.025
C  0.65  -1.03  4.22  -0.018
C  0.56  -1.01  2.83  -0.080
N  0.00  0.00  2.13  0.004
C  -0.50  1.03  2.85  -0.066
H  -4.12  5.23  4.65  0.102
H  -3.16  3.64  6.00  0.133
H  -1.98  4.80  5.31  0.135
H  -2.53  2.63  3.56  0.138
H  0.17  0.05  6.02  0.128
H  1.12  -1.87  4.73  0.113
H  0.96  -1.82  2.23  0.103
H  -0.91  1.84  2.25  0.098

- What is the largest force on an atom in the first record?
  6.0 eV/A

- Among the records above, which one has the highest E_LUMO?
  C23H28O8